Below is C42H51BaClFN3O6 as an isolated structure, with properties calculated with wB97M-V/def2-TZVPD.

Structure (XYZ):
```
105
C42H51BaClFN3O6 wB97M-V/def2-TZVPD
Ba -1.578 -0.389 -0.805
C -0.681 0.648 3.344
C 0.501 1.553 2.982
C 0.567 1.843 1.478
C 1.798 1.003 3.542
C 2.432 1.697 4.566
C 3.591 1.224 5.164
C 4.125 0.025 4.714
C 3.529 -0.696 3.689
C 4.162 -1.992 3.221
C 5.619 -1.795 2.796
C 4.035 -3.084 4.286
C 2.345 -0.216 3.082
N 1.796 -0.865 1.986
C 1.246 -2.046 2.126
O 0.986 -2.690 3.172
C 0.963 -2.744 0.801
C 0.963 -4.132 0.789
C 0.847 -4.790 -0.427
C 0.779 -4.049 -1.587
C 0.759 -2.662 -1.488
N 0.805 -2.027 -0.319
C 0.891 -1.820 -2.759
O 1.463 -2.381 -3.713
N 0.466 -0.571 -2.659
C 0.990 0.365 -3.568
C 2.111 1.105 -3.106
C 2.698 2.060 -3.921
C 2.200 2.311 -5.192
C 1.090 1.612 -5.625
C 0.456 0.648 -4.837
C -0.827 0.073 -5.447
C -1.296 -1.309 -4.989
C -1.961 1.093 -5.281
C 2.671 0.817 -1.723
C 3.261 2.042 -1.028
C 3.701 -0.314 -1.769
H -0.787 0.582 4.429
H -1.608 1.028 2.912
H -0.528 -0.364 2.970
H 0.335 2.516 3.481
H 0.793 0.925 0.929
H 1.369 2.552 1.260
H -0.380 2.266 1.133
H 1.995 2.631 4.908
H 4.068 1.777 5.964
H 5.030 -0.358 5.176
H 3.611 -2.319 2.340
H 6.245 -1.491 3.640
H 5.694 -1.026 2.025
H 6.028 -2.726 2.394
H 4.581 -2.804 5.193
H 4.446 -4.032 3.923
H 2.983 -3.229 4.530
H 1.059 -4.651 1.732
H 0.840 -5.874 -0.467
H 0.755 -4.496 -2.571
H 3.555 2.619 -3.562
H 2.669 3.050 -5.833
H 0.688 1.817 -6.614
H -0.620 -0.001 -6.522
H -0.546 -2.068 -5.208
H -1.474 -1.346 -3.916
H -2.227 -1.559 -5.505
H -2.227 1.217 -4.231
H -2.854 0.755 -5.817
H -1.671 2.070 -5.676
H 1.846 0.449 -1.112
H 4.196 2.370 -1.494
H 3.478 1.793 0.013
H 2.563 2.883 -1.041
H 4.594 0.011 -2.315
H 3.301 -1.192 -2.276
H 3.990 -0.600 -0.754
Cl -5.021 6.846 1.018
C -4.369 5.216 0.923
C -4.132 4.497 2.110
C -3.629 3.229 2.061
C -3.311 2.576 0.814
O -2.849 1.405 0.781
C -3.564 3.348 -0.373
C -3.325 2.842 -1.701
O -2.852 1.770 -2.059
C -4.094 4.651 -0.286
H -4.351 4.964 3.062
H -3.439 2.673 2.971
H -3.644 3.561 -2.489
H -4.277 5.206 -1.201
C -2.389 -3.029 1.515
O -2.813 -1.668 1.482
C -4.218 -1.507 1.461
C -4.832 -1.711 0.081
O -4.668 -0.582 -0.758
C -5.562 0.465 -0.476
H -3.050 -3.609 2.170
H -1.388 -3.045 1.939
H -2.381 -3.456 0.508
H -4.397 -0.488 1.807
H -4.680 -2.204 2.172
H -5.904 -1.941 0.187
H -4.320 -2.521 -0.439
H -6.602 0.118 -0.553
H -5.391 1.244 -1.215
H -5.406 0.895 0.518
F -2.437 -2.466 -1.566
```

Summary:
Spin multiplicity = 1
Net charge = -2
Electronic energy = -2832.548647 hartree